A 2-piece molecular cluster, C3H5BrF2 overall at a distorted geometry, computed with wB97M-V/def2-TZVPD.

```
11
Properties=species:S:1:pos:R:3:forces:R:3:nbo_charge:R:1
C 0.518 -0.212 -1.255 -1.376 0.082 0.675 -0.694
C -0.366 0.617 -0.423 2.437 -1.195 5.686 -0.229
C -0.249 -0.426 1.438 -3.201 0.483 -6.892 0.615
F 0.592 -1.373 1.169 1.058 -1.474 0.288 -0.318
F -1.482 -0.917 1.628 0.160 -0.186 0.499 -0.339
Br 0.354 2.381 0.056 0.131 -0.288 -0.214 -0.052
H 1.310 -0.508 -0.567 0.644 0.202 -1.097 0.241
H 0.672 0.489 -2.055 1.183 -0.596 -1.040 0.234
H -0.063 -1.112 -1.513 0.397 0.294 -0.376 0.231
H -1.344 0.837 -0.596 -2.676 -0.042 -0.751 0.188
H 0.059 0.225 2.118 1.243 2.721 3.222 0.123
```
Forces are in eV/Å.

Output
HOMO energy (eV): -9.12
LUMO level (Ha): 0.035
Total energy (eV): -78666.9612
Gap between HOMO and LUMO (eV): 10.08

A 2-piece molecular cluster, C2H9N3 overall at a distorted geometry, computed with wB97M-V/def2-TZVPD.

```
14
Properties=species:S:1:pos:R:3:forces:R:3:nbo_charge:R:1
C -2.745 -1.076 0.245 -0.799 -1.356 -0.857 -0.034
N -1.834 -1.125 1.139 -1.557 1.730 0.280 -0.627
H -3.425 -0.368 -0.362 2.260 0.556 1.476 0.191
H -3.045 -2.023 -0.146 -0.750 -1.186 -0.037 0.125
H -1.808 -2.066 1.554 0.614 0.202 -0.882 0.357
N 1.729 1.856 -0.384 0.896 0.785 0.092 -0.919
C 1.586 0.394 -0.687 -1.892 2.162 1.465 -0.041
N 0.969 -0.364 0.442 0.544 0.255 -2.747 -0.888
H 2.280 2.252 -1.147 -0.448 0.376 0.564 0.346
H 1.070 2.519 0.035 -0.091 -1.079 -0.627 0.374
H 1.071 0.399 -1.679 -0.090 -1.243 0.961 0.162
H 2.638 0.258 -0.826 0.477 -1.622 -0.107 0.181
H 1.563 -0.375 1.252 -0.329 0.247 0.209 0.373
H -0.050 -0.280 0.566 1.166 0.173 0.210 0.401
```
Forces are in eV/Å.

Output
HOMO energy (eV): -8.32
LUMO level (Ha): 0.035
Total energy (eV): -6687.6127
SMILES string: C=N.NCN
Gap between HOMO and LUMO (eV): 9.26

C15H22N2O4 as an isolated structure at a distorted geometry, computed with wB97M-V/def2-TZVPD.

```
43
Properties=species:S:1:pos:R:3:forces:R:3:nbo_charge:R:1
C -1.795 -0.590 0.763 -0.016 -1.163 -1.091 -0.110
C -0.991 0.630 0.141 2.412 -2.371 -4.822 0.660
C -3.202 -0.651 -0.248 -0.688 3.062 4.224 -0.164
C -3.231 -1.109 -1.649 -0.489 -2.680 0.439 -0.640
C -4.369 -1.360 0.484 4.865 -2.314 -1.261 -0.407
C -5.673 -1.372 -0.172 -2.430 4.183 5.440 -0.621
C 1.002 1.983 0.538 3.826 1.085 1.066 -0.167
C 0.718 3.450 0.093 4.318 2.276 0.508 0.797
C 1.933 1.409 -0.637 -0.919 3.540 -1.755 -0.419
C 2.398 0.028 -0.563 0.977 -2.622 1.235 -0.111
C 1.543 -1.106 -0.841 1.421 -1.258 0.570 -0.177
C 3.752 -0.180 -0.006 -0.041 0.031 -2.283 -0.179
C 1.947 -2.457 -0.586 -0.768 2.110 0.226 -0.262
C 4.253 -1.569 0.147 -1.449 0.031 0.590 -0.317
C 3.223 -2.636 0.036 -0.343 0.803 -0.775 0.308
H -1.958 0.962 2.309 -0.567 -4.526 -0.042 0.351
H -2.772 -0.832 2.808 3.961 2.636 -2.283 0.401
H -1.210 -1.677 0.858 -1.142 2.873 -1.199 0.234
H -3.426 0.512 -0.090 0.125 -2.019 -1.199 0.178
H -3.011 -2.201 -1.824 0.706 0.923 0.568 0.208
H -2.655 -0.484 -2.199 1.725 1.449 -2.280 0.241
H -4.253 -1.161 -1.999 -0.293 0.890 -0.143 0.219
H -3.837 -2.399 0.464 -1.572 0.974 0.858 0.187
H -4.335 -0.923 1.443 -0.684 -0.033 1.361 0.196
H -5.920 -1.898 -0.975 -0.594 -2.782 -3.106 0.213
H -6.389 -1.507 0.720 0.470 -0.714 -1.604 0.219
H -5.989 -0.327 -0.376 0.468 -0.178 -0.377 0.207
H -0.369 0.945 2.076 2.154 0.227 -4.230 0.452
H 1.810 2.181 1.426 -2.361 -0.901 -1.713 0.257
H 1.436 1.789 -1.622 0.612 -1.517 1.416 0.233
H 2.797 2.114 -0.637 -0.410 -0.610 0.365 0.240
H 0.515 -1.121 -1.207 0.365 1.169 -0.118 0.230
H 4.411 0.910 -0.055 -1.561 -3.769 0.624 0.239
H 1.094 -3.279 -0.760 2.654 1.652 0.634 0.238
H 5.346 -1.874 0.449 -2.410 0.855 -0.483 0.237
H 3.947 -4.276 1.158 -2.222 1.795 -3.025 0.492
H -0.815 2.826 -1.094 1.270 1.334 2.143 0.549
N -1.780 -0.241 2.227 -5.465 1.585 1.682 -0.878
N -0.037 1.075 0.929 -1.349 1.154 5.429 -0.606
O -0.867 0.880 -1.138 -1.878 -0.294 3.622 -0.716
O 1.737 4.328 0.254 -6.783 -4.656 -1.089 -0.607
O 3.268 -3.960 0.381 3.569 -1.756 3.111 -0.694
O -0.482 3.636 -0.492 0.540 -0.476 -1.229 -0.713
```
Forces are in eV/Å.

Output
HOMO energy (eV): -8.25
LUMO level (Ha): 0.008
Total energy (eV): -27073.5448
Gap between HOMO and LUMO (eV): 8.46

A 2-piece molecular cluster, C4H8O3 overall, computed with wB97M-V/def2-TZVPD.

```
15
Properties=species:S:1:pos:R:3:forces:R:3:nbo_charge:R:1
O -0.978 0.309 -1.718 0.235 0.572 0.680 -0.502
C -0.594 1.000 -0.846 -0.172 -0.252 -0.587 0.658
C -0.113 1.948 -0.052 -0.150 -0.271 0.065 -0.221
O -0.163 3.263 -0.499 0.053 0.182 -0.212 -0.684
H 0.204 1.747 0.961 -0.086 0.027 -0.242 0.222
H 0.407 3.330 -1.272 0.008 0.184 0.094 0.474
C -1.008 -1.564 0.561 -0.141 -0.161 0.018 -0.259
O 0.003 -0.595 0.740 -0.012 0.031 0.076 -0.546
C 1.273 -0.955 0.237 0.197 -0.080 -0.033 -0.259
H -1.948 -1.087 0.855 0.146 -0.137 -0.014 0.200
H -0.831 -2.441 1.197 0.025 0.073 -0.102 0.176
H -1.092 -1.877 -0.489 0.094 0.043 0.162 0.184
H 1.679 -1.829 0.762 -0.076 0.048 -0.073 0.176
H 1.926 -0.094 0.406 -0.070 -0.214 -0.010 0.200
H 1.235 -1.157 -0.844 -0.051 -0.044 0.178 0.178
```
Forces are in eV/Å.

Output
HOMO energy (eV): -8.39
LUMO level (Ha): 0.025
Total energy (eV): -10417.5389
SMILES string: O=C=CO.COC
Gap between HOMO and LUMO (eV): 9.09

A 3-piece molecular cluster, C3H13NO3 overall at a distorted geometry, computed with wB97M-V/def2-TZVPD.

```
20
Properties=species:S:1:pos:R:3:forces:R:3:nbo_charge:R:1
C -0.586 1.007 -1.896 1.417 1.078 -2.716 -0.312
N -1.493 0.240 -1.181 2.149 -1.525 1.062 -0.162
C -1.810 0.501 0.182 -2.085 2.360 3.215 0.015
O -0.789 0.242 1.180 -0.582 0.052 -2.101 -0.641
C 0.071 0.219 -3.091 0.659 1.075 1.410 -0.616
H 0.345 1.139 -1.308 -0.313 0.056 1.117 0.355
H -0.805 2.093 -2.127 -0.630 -1.197 0.542 0.282
H -1.261 -0.755 -1.239 -0.356 -0.204 -0.803 0.404
H -2.755 -0.003 0.501 0.690 0.021 -0.698 0.229
H -2.047 1.592 0.225 0.456 -0.789 0.224 0.213
H -0.901 -0.631 1.581 -0.146 0.003 -0.125 0.497
H 0.914 0.854 -3.509 -1.377 -0.688 0.089 0.256
H -0.696 -0.090 -3.801 0.506 -0.182 -0.194 0.248
H 0.610 -0.574 -2.535 -0.468 -0.273 -0.989 0.221
H 2.354 -4.404 4.339 -0.381 -0.365 -0.483 0.461
H 3.771 -4.331 4.094 0.365 -0.275 -0.573 0.466
O 2.980 -4.663 3.644 0.007 0.651 1.058 -0.926
H 1.003 3.158 -0.634 -0.024 0.729 0.531 0.476
H 0.338 3.502 0.780 0.225 0.350 -0.330 0.499
O 0.694 2.815 0.211 -0.111 -0.877 -0.236 -0.963
```
Forces are in eV/Å.

Output
HOMO energy (alpha / beta) (eV): -13.41 / -13.41
Charge: +1
Multiplicity: 2
LUMO level (alpha / beta) (Ha): -0.112 / -0.308
Total energy (eV): -10944.5198
Gap between HOMO and LUMO (alpha / beta) (eV): 10.36 / 5.03

A 2-piece molecular cluster, C17H22ClFN3O5 overall at a distorted geometry, computed with wB97M-V/def2-TZVPD.

```
49
Properties=species:S:1:pos:R:3:forces:R:3:nbo_charge:R:1
N 0.142 0.842 4.336 0.126 0.052 1.062 -0.849
C 1.567 1.097 4.386 0.469 0.276 -1.073 -0.231
C 2.345 0.927 3.045 0.628 0.838 0.707 0.093
O 2.654 -0.443 2.784 -0.410 0.114 -0.074 -0.733
C 1.730 1.681 1.843 0.200 -0.977 -0.060 -0.488
C 0.547 1.041 1.125 -0.109 1.175 -0.561 0.024
C -0.031 1.839 0.065 0.456 -0.265 0.766 -0.193
C -1.060 1.379 -0.677 -0.812 0.774 -0.528 -0.025
C -1.627 2.264 -1.792 -0.237 -1.377 0.444 -0.086
O -1.255 1.660 -3.021 0.307 0.542 -0.090 -0.552
C 0.111 1.999 -3.335 -0.400 0.662 -0.884 0.192
O 0.844 0.882 -3.706 0.510 0.387 0.692 -0.547
C 1.802 0.409 -2.739 -0.728 -2.521 -0.151 -0.097
C 1.405 -1.077 -2.502 0.141 0.610 -0.012 -0.077
O 2.403 -1.775 -1.744 -0.137 -0.021 0.040 -0.739
C -1.635 0.077 -0.461 0.502 1.488 -0.323 0.085
N -2.670 -0.312 -1.256 0.412 -1.134 1.292 -0.326
C -3.074 -1.521 -0.936 -0.787 -0.279 -0.673 -0.008
C -2.530 -2.335 0.094 -0.082 -0.154 0.301 0.166
C -3.112 -3.743 0.290 0.826 -0.049 -0.737 -0.550
C -2.675 -4.559 -0.931 -0.753 -0.061 -0.988 0.882
O -3.227 -4.554 -1.992 0.569 -0.087 1.061 -0.538
F -1.551 -5.313 -0.777 -0.518 0.524 0.358 -0.338
N -1.559 -1.934 0.880 -0.344 0.089 -0.490 -0.390
C -1.097 -0.689 0.588 0.461 0.026 0.224 0.185
C -0.010 -0.171 1.362 -0.014 -0.740 0.382 -0.270
H -0.084 -0.127 4.181 -0.048 0.122 -0.248 0.364
H -0.345 1.460 3.705 0.037 -0.265 -0.168 0.366
H 2.077 0.519 5.171 -0.349 -0.082 -0.248 0.197
H 1.731 2.157 4.651 -0.198 -0.306 -0.006 0.185
H 3.321 1.423 3.243 -0.363 0.006 -0.094 0.156
H 3.093 -0.464 1.925 -0.031 -0.113 0.066 0.472
H 1.481 2.714 2.131 0.064 -0.280 -0.040 0.228
H 2.529 1.767 1.080 -0.343 0.213 0.107 0.273
H 0.380 2.826 -0.152 0.056 -0.301 0.104 0.258
H -2.724 2.229 -1.723 0.313 0.204 -0.222 0.196
H -1.265 3.300 -1.701 -0.094 -0.245 0.004 0.181
H 0.554 2.575 -2.519 0.198 -0.422 -0.066 0.208
H 0.076 2.674 -4.213 -0.067 -0.349 0.179 0.140
H 2.832 0.433 -3.120 -0.364 0.319 -0.056 0.185
H 1.773 0.901 -1.774 -0.124 0.253 -0.345 0.220
H 0.448 -1.072 -1.949 0.159 -0.201 -0.402 0.147
H 1.296 -1.599 -3.463 -0.069 0.110 0.323 0.166
H 2.178 -1.684 -0.812 0.048 0.054 -0.089 0.462
H -3.901 -1.939 -1.522 0.241 0.146 0.138 0.198
H -2.730 -4.209 1.203 -0.180 0.289 -0.116 0.254
H -4.204 -3.683 0.248 0.236 -0.208 0.151 0.245
H 0.361 -0.806 2.163 -0.035 0.026 -0.289 0.233
Cl 2.687 2.936 -1.681 0.639 1.137 0.630 -0.921
```
Forces are in eV/Å.

Output
HOMO energy (eV): -4.62
Charge: -1
LUMO level (Ha): 0.074
Total energy (eV): -47935.1285
Gap between HOMO and LUMO (eV): 6.64